Density functional theory data (ωB97M-V/def2-TZVPD) for a molecular structure, C24H31MnN2O2S2Si2 in a non-equilibrium geometry.

XYZ file:
```
64
Properties=species:S:1:pos:R:3
Mn -0.320 1.911 1.978
C -0.280 3.988 2.761
C -1.089 3.956 1.607
C -2.158 3.066 1.841
C -2.006 2.539 3.155
C -0.835 3.109 3.715
H 0.586 4.615 2.905
H -0.984 4.586 0.739
H -2.997 2.913 1.181
H -2.713 1.914 3.675
H -0.495 2.975 4.729
C 0.761 3.133 -1.566
Si 1.713 1.736 -0.817
C 3.089 2.308 0.290
C 2.406 0.689 -2.186
C 0.543 0.783 0.351
C 1.193 -0.032 1.439
C 2.255 -0.930 1.409
C 2.754 -1.428 2.598
C 2.204 -1.024 3.810
C 1.191 -0.091 3.785
N 0.720 0.385 2.630
Si -2.665 -1.076 0.252
C -2.578 -2.681 -0.622
C -3.986 0.017 -0.384
C -2.414 -1.163 2.061
H 1.432 3.903 -1.961
H 0.116 3.591 -0.817
H 0.135 2.784 -2.394
H 3.670 3.096 -0.205
H 3.780 1.494 0.536
H 2.700 2.722 1.227
H 3.199 1.262 -2.683
H 1.659 0.460 -2.952
H 2.852 -0.248 -1.837
H 2.699 -1.206 0.464
H 3.586 -2.124 2.587
H 2.576 -1.400 4.755
H 0.752 0.309 4.690
H -2.664 -2.548 -1.704
H -3.439 -3.280 -0.299
H -1.673 -3.244 -0.393
H -3.797 0.201 -1.446
H -3.999 0.975 0.139
H -4.969 -0.454 -0.289
H -1.766 -2.004 2.318
H -3.370 -1.293 2.581
H -1.968 -0.246 2.434
O -0.333 -0.524 -5.428
S -0.975 -1.285 -4.412
O -2.189 -1.999 -4.648
N -1.239 -0.271 -3.074
C -0.606 -0.717 -2.062
S -0.882 0.250 -0.554
C 0.207 -1.952 -2.246
C 0.870 -2.729 -1.321
C 1.536 -3.866 -1.766
C 1.521 -4.218 -3.112
C 0.809 -3.464 -4.040
C 0.157 -2.344 -3.570
H 0.848 -2.475 -0.274
H 2.061 -4.494 -1.056
H 2.050 -5.104 -3.440
H 0.761 -3.752 -5.083
```

Multiplicity: 2
Kohn-Sham gap (alpha / beta) (eV): 8.2 / 7.7
Net charge: +1
Relative energy (zero: lowest compared OMol25 entry of this formula, charge and spin) (kcal per mole): 10.24
E_tot (eV): -101205.82736
Maximum force (eV/Å): 1.09
HOMO energy (alpha / beta) (eV): -11.70 / -11.23